The following is a DFT calculation (the ωB97M-V functional and the def2-TZVPD basis) of a 2-piece molecular cluster, C4H10N2O2 overall at a distorted geometry.

## Properties
Charge: -1
Frontier orbital gap (alpha / beta), eV: 3.1 / 8.1
Multiplicity: 2
LUMO energy (alpha / beta), eV: 4.00 / 3.92
ΔE to the lowest compared entry with this formula, charge and spin, kcal per mole: 19.8
Highest occupied orbital energy (alpha / beta), eV: 0.944 / -4.156
<S²>: 0.75

Geometry as XYZ:
```
18
Properties=species:S:1:pos:R:3:forces:R:3
C 1.759215 1.556459 0.266511 -1.0674 -0.3014 1.5034
C 0.688231 2.134552 1.199906 0.5923 0.1788 0.0250
O 0.507801 3.340729 1.265929 -0.1452 0.0272 -0.0217
N 0.123777 1.245849 2.060030 -0.8836 -0.6686 0.1285
H -0.671028 1.600969 2.577157 0.2194 0.4043 -0.0306
H -0.161624 0.327758 1.692815 0.2629 0.0690 -0.4491
H 1.565035 1.949621 -0.721921 0.4725 -0.1322 -0.1801
H 1.725483 0.472047 0.371060 -0.0241 -0.0011 -0.6604
H 2.681114 1.861900 0.756149 0.3190 0.3447 -0.5311
C 0.213393 -1.634990 -1.041642 -0.5876 0.6231 0.7053
C -1.181687 -1.466060 -0.609090 -0.3011 -0.0785 1.0313
O -1.505413 -0.767431 0.428391 0.3129 0.4778 0.1965
N -2.236768 -1.979501 -1.393558 0.4191 -0.9521 -0.5085
H 0.266010 -2.462118 -1.750688 0.6425 -0.0083 0.1237
H 0.810428 -1.705434 -0.103108 0.0146 -0.7116 -0.5327
H -3.161629 -1.686715 -1.154516 -0.1486 0.4612 0.1165
H -2.071732 -2.096167 -2.380490 -0.1221 0.2178 -0.2293
H 0.649394 -0.691476 -1.462938 0.0242 0.0498 -0.6867
```
Forces are in eV/Å.